[1]
Formula: C20H16AuN5O2S3
Source: the OMol25 dataset
Level of theory: ωB97M-V/def2-TZVPD

```
47
Properties=species:S:1:pos:R:3:mulliken_charge:R:1
Au -0.30883 0.67677 -0.50027 0.49
N -2.14901 -1.40582 2.82446 -0.04
C -3.28001 -0.66311 2.53548 0.74
C -4.51509 -0.54201 3.16155 -1.05
C -5.42401 0.31520 2.57220 -0.40
C -5.11357 1.02673 1.40147 -0.56
C -3.88577 0.89922 0.78578 -0.72
C -2.96290 0.03588 1.36925 0.36
N -1.67345 -0.28499 0.97770 -0.27
C -1.22451 -1.14046 1.85975 0.69
C 0.10289 -1.74177 1.84510 -0.21
C 0.71133 -2.35158 2.90005 -0.53
S 2.28041 -2.83441 2.45405 -0.16
C 2.01370 -2.19809 0.87541 -0.16
N 0.84647 -1.66910 0.69347 -0.04
H -2.03604 -2.05474 3.58220 0.22
H -4.75674 -1.08670 4.06453 0.38
H -6.39866 0.44366 3.02352 0.38
H -5.85674 1.68888 0.97821 0.39
H -3.63306 1.44361 -0.11465 0.42
H 0.34326 -2.49951 3.90240 0.35
H 2.79464 -2.23410 0.12474 0.38
C 0.73299 -3.09646 -3.95814 -0.85
C -0.35837 -3.22158 -2.88956 -0.20
C -0.84483 -1.90816 -2.47689 0.29
N -1.10201 -0.84662 -2.12938 -0.50
H 1.01666 -4.08779 -4.30762 0.33
H 1.61531 -2.59625 -3.56007 0.11
H 0.37541 -2.51773 -4.80852 0.33
H 0.03053 -3.70972 -1.99383 0.21
H -1.20372 -3.81213 -3.24518 0.33
O 3.67927 -1.15207 -3.63053 -0.69
S 3.86958 -0.65682 -2.29554 1.12
O 4.42375 -1.57309 -1.32591 -0.72
N 2.46927 -0.03131 -1.70398 -0.33
C 2.58403 1.24665 -1.47190 0.97
S 1.38907 2.24200 -0.79823 -0.53
C 3.92092 1.83321 -1.81842 -0.02
C 4.35657 3.14332 -1.71286 -0.67
C 5.65467 3.43740 -2.10976 -0.58
C 6.49890 2.44497 -2.60135 -0.48
C 6.06266 1.12955 -2.70763 -0.59
C 4.77147 0.86093 -2.30630 0.20
H 3.69457 3.90990 -1.33311 0.40
H 6.01665 4.45465 -2.03806 0.39
H 7.50561 2.69875 -2.90597 0.38
H 6.70639 0.34905 -3.08998 0.44
```

Results
**E**: -2526.29714 a.u.
**Molar mass**: 651.549 g/mol
**Kohn-Sham gap**: 0.289 Eh
**Energy above the lowest of the compared OMol25 structures with the same formula, charge and spin**: 0.0000 eV

[2]
Formula: C20H16Cl2IN4O8SSc
Source: the OMol25 dataset
Level of theory: ωB97M-V/def2-TZVPD

```
53
Properties=species:S:1:pos:R:3:mulliken_charge:R:1
Sc 0.16691 0.07669 0.62517 0.56
O 0.54551 -0.17543 2.57150 -0.58
N 1.62019 -0.11185 3.35489 0.22
C 1.38481 -0.06697 4.68738 -0.27
C 2.41324 -0.01404 5.57677 -0.76
C 3.72347 -0.00688 5.07037 -0.06
C 3.93492 -0.04841 3.72265 -0.86
C 2.86321 -0.10161 2.79689 0.77
S 3.04748 -0.12155 1.11942 -0.46
H 0.33717 -0.07384 4.94379 0.44
H 2.20315 0.02633 6.63491 0.41
H 4.56740 0.03866 5.74671 0.37
H 4.93255 -0.03393 3.30903 0.41
C -1.04661 -1.70900 -2.86270 -1.33
C -0.38347 -0.37922 -2.79823 -0.01
N -0.00485 0.24790 -1.69965 0.52
C 0.51212 1.46128 -2.09094 0.35
C 0.45640 1.56409 -3.44773 -0.13
N -0.11180 0.38847 -3.87172 0.03
C 0.84183 2.58784 -4.45261 0.49
O 1.35445 3.70299 -3.99305 -0.54
O 0.65707 2.35373 -5.62552 -0.63
C 1.00710 2.40057 -1.04368 0.80
O 1.40449 3.52093 -1.37270 -0.89
O 0.96815 1.91165 0.12862 -0.37
H -1.03553 -2.15787 -1.87213 0.15
H -0.53084 -2.37314 -3.55729 0.32
H -2.08256 -1.60336 -3.19109 0.39
H -0.27356 0.18266 -4.84590 0.24
H 1.41266 3.69746 -2.98028 0.47
Cl -7.36212 0.87426 0.62966 -0.23
C -5.62516 0.93907 0.66830 0.21
C -4.99269 2.19423 0.69325 -0.55
C -3.62907 2.28998 0.72712 0.15
Cl -2.86588 3.83590 0.75170 -0.18
C -2.79940 1.12890 0.73547 0.15
O -1.52785 1.23043 0.77612 -0.20
C -3.47521 -0.11662 0.69962 0.91
C -2.72189 -1.32765 0.69953 -0.20
O -1.49203 -1.42880 0.67336 -0.42
C -4.88273 -0.20244 0.67407 -1.03
H -5.59185 3.09489 0.68524 0.45
H -3.30756 -2.25925 0.72361 0.29
H -5.36274 -1.17352 0.65602 0.40
N 2.05513 -3.87969 -0.52320 -0.33
C 1.81205 -2.57551 -0.70109 0.70
O 0.89357 -2.01467 -0.11244 -0.31
C 2.73690 -1.81007 -1.61685 -1.00
I 2.89276 -2.64107 -3.57456 0.06
H 1.48633 -4.38939 0.13152 0.27
H 2.76290 -4.35835 -1.05077 0.18
H 3.74019 -1.79681 -1.19921 0.65
H 2.37130 -0.79794 -1.72936 -0.01
```

Results
**E**: -3969.98895 a.u.
**Molar mass**: 715.201 g/mol
**Kohn-Sham gap**: 0.275 Eh
**Energy above the lowest of the compared OMol25 structures with the same formula, charge and spin**: 0.4779 eV

[3]
Formula: C20H16ClNO4S
Source: the OMol25 dataset
Level of theory: ωB97M-V/def2-TZVPD

```
43
Properties=species:S:1:pos:R:3:mulliken_charge:R:1
C -0.99102 -1.17601 4.37270 -1.22
C -2.34163 -0.98635 3.66487 -0.26
O -1.94719 -0.36849 2.47536 -0.13
C -2.96441 0.17456 1.76262 0.22
O -4.11784 0.26971 2.14666 -0.59
C -2.54919 0.84056 0.45079 1.01
C -1.59749 1.93228 0.71027 -0.55
O -1.87694 2.94773 1.33974 -0.63
C -0.28188 1.73088 0.14481 0.48
C 0.74164 2.64241 0.27746 -0.74
C 2.12506 2.66059 -0.25188 1.13
C 2.82498 3.84540 -0.17092 -0.67
C 4.15725 3.97625 -0.54771 -0.53
C 4.83099 2.90659 -1.06297 -0.59
C 4.16579 1.72402 -1.17713 0.78
O 4.88915 0.69718 -1.71961 -0.56
C 2.81542 1.57821 -0.80403 -0.49
S -0.16422 0.24488 -0.80082 -0.25
C -1.82261 -0.16981 -0.36595 -0.08
N -2.50536 -1.21525 -0.79847 -0.57
C -1.86306 -2.13561 -1.56010 0.15
C -2.35786 -2.41285 -2.80763 -0.49
C -1.77531 -3.40705 -3.56461 -0.54
C -0.65367 -4.15109 -3.12087 0.24
Cl 0.06804 -5.35377 -4.14813 -0.21
C -0.10688 -3.83411 -1.86799 -0.80
C -0.72565 -2.81427 -1.10287 0.21
H -0.30194 -1.77045 3.76611 0.29
H -0.55248 -0.22119 4.64485 0.30
H -1.12388 -1.71733 5.30145 0.42
H -2.82285 -1.92548 3.45999 0.32
H -2.93570 -0.32403 4.29132 0.31
H -3.37012 1.29118 -0.07253 0.50
H 0.49697 3.54027 0.83930 0.41
H 2.33842 4.72515 0.21372 0.37
H 4.62851 4.93161 -0.41694 0.39
H 5.84315 3.09947 -1.37331 0.41
H 4.38910 -0.12348 -1.76292 0.30
H 2.34820 0.59724 -0.94481 0.01
H -3.22381 -1.84968 -3.21544 0.37
H -2.14404 -3.60320 -4.55856 0.38
H 0.81604 -4.23432 -1.55739 0.45
H -0.36165 -2.56237 -0.08846 0.42
```

Results
**E**: -1985.80582 a.u.
**Molar mass**: 401.871 g/mol
**Kohn-Sham gap**: 0.277 Eh
**Energy above the lowest of the compared OMol25 structures with the same formula, charge and spin**: 1.4550 eV

[4]
Formula: C20H16ClO5PdS4
Source: the OMol25 dataset
Level of theory: ωB97M-V/def2-TZVPD

```
47
Properties=species:S:1:pos:R:3:mulliken_charge:R:1
Pd 0.61809 0.55757 0.27950 0.81
O -0.43492 0.88312 -2.33611 -0.56
S -1.10790 1.96166 -1.65837 1.14
O -0.27646 2.82979 -0.87961 -0.57
O -1.91254 1.15119 -0.36973 -0.34
O -2.20189 2.55285 -2.39434 -0.74
C 2.14282 -0.40662 1.00267 -1.47
C 2.93237 0.46413 0.14130 0.63
C 2.97546 0.19571 -1.23688 0.07
C 3.56565 1.09217 -2.12252 -0.61
C 4.14773 2.25253 -1.64841 -0.36
C 4.13248 2.52445 -0.27907 -0.53
C 3.53591 1.65016 0.60264 -0.57
H 2.17202 -0.22979 2.07011 0.60
H 1.92588 -1.40908 0.64324 0.38
H 2.52920 -0.72111 -1.60579 0.31
H 3.55566 0.87547 -3.18327 0.37
H 4.60361 2.95421 -2.33601 0.35
H 4.56851 3.44260 0.09515 0.36
H 3.48129 1.88149 1.65885 0.33
O -0.39296 -1.61530 -0.03763 -0.67
C -1.57508 -1.99001 0.40054 2.78
C -1.58740 -2.40942 1.87996 -0.77
C -1.09813 -1.66406 2.91085 -0.19
C -1.24833 -2.31881 4.16377 -0.74
C -1.84961 -3.53704 4.05848 -0.47
S -2.23259 -3.90578 2.43214 -0.10
C -2.09338 -3.17070 -0.49931 -0.74
C -3.29714 -3.67611 -0.90270 -0.24
C -3.15983 -4.81151 -1.74832 -0.62
C -1.85272 -5.12121 -1.97480 -0.54
S -0.78665 -4.04146 -1.19353 -0.08
C -2.72634 -0.99725 0.19215 -0.25
C -2.73085 0.10985 -0.83904 -0.13
C -4.14163 0.62001 -0.92609 -0.67
C -4.96643 0.11604 -0.02316 -0.50
S -4.14791 -1.08772 1.01235 0.07
H -0.63336 -0.69136 2.77767 0.28
H -0.91655 -1.89489 5.10126 0.41
H -2.06899 -4.23886 4.84733 0.43
H -4.25793 -3.27940 -0.60893 0.42
H -3.99226 -5.35531 -2.17246 0.40
H -1.46767 -5.92716 -2.58022 0.43
H -2.35809 -0.31505 -1.78278 0.56
H -4.37009 1.41180 -1.62575 0.48
H -5.99819 0.36155 0.17294 0.48
Cl 0.46866 1.64043 2.49482 -0.63
```

Results
**Charge**: -1
**E**: -3328.72922 a.u.
**Molar mass**: 606.484 g/mol
**Kohn-Sham gap (spin up / spin down)**: 0.185 / 0.185 Eh
**Energy above the lowest of the compared OMol25 structures with the same formula, charge and spin**: 2.7975 eV

[5]
Formula: C20H16F5N5O2
Source: the OMol25 dataset
Level of theory: ωB97M-V/def2-TZVPD

```
48
Properties=species:S:1:pos:R:3:mulliken_charge:R:1
C 1.47937 5.53627 1.25306 -1.05
C 0.44013 4.61878 1.88719 0.62
N 0.51909 3.32867 1.86257 -0.28
C -0.54976 2.92776 2.60445 0.40
C -0.89224 1.52246 2.96623 -0.99
C -1.33390 0.81506 1.73124 0.84
N -2.61341 0.79972 1.49649 -0.84
C -2.78376 -0.01053 0.36410 0.15
C -3.98975 -0.38017 -0.23510 -0.47
N -4.03562 -1.18427 -1.30990 -0.73
C -2.89577 -1.73273 -1.75300 -0.37
C -2.96403 -2.53689 -2.90927 -0.41
C -1.86978 -3.26997 -3.38029 -0.83
C -0.62700 -3.14647 -2.70191 -0.78
C 0.54246 -3.91350 -3.28637 0.85
F 1.59269 -4.05310 -2.38523 -0.26
F 0.18186 -5.17075 -3.64702 -0.26
F 0.93780 -3.22820 -4.40899 -0.25
C -0.54170 -2.21932 -1.63683 0.04
C -1.65548 -1.49334 -1.16708 1.25
C -1.58227 -0.56350 -0.07120 0.24
N -0.60620 0.04125 0.79837 0.55
C 0.89505 0.03761 0.82983 -1.11
C 1.45299 0.48288 -0.53424 -0.66
C 2.89849 0.09596 -0.72773 -0.78
O 3.12676 -1.25936 -0.32790 -0.38
C 2.90462 -1.47012 1.06714 -0.99
C 1.45578 -1.25760 1.46554 1.41
F 1.49658 -1.06130 2.80465 -0.38
F 0.71711 -2.35311 1.21500 -0.29
N -1.24065 3.91229 3.08440 -0.53
O -0.55779 5.10524 2.68458 -0.16
H 2.13710 5.91425 2.05382 0.27
H 1.00930 6.39816 0.78008 0.36
H 2.03956 4.99999 0.47380 0.26
H -1.63307 1.48720 3.75782 0.41
H -0.02529 0.98114 3.34708 0.28
H -4.91027 -0.02620 0.20891 0.43
H -3.94407 -2.60460 -3.40302 0.43
H -1.99498 -3.92510 -4.25907 0.37
H 0.44508 -2.12677 -1.17784 0.74
H 1.20922 0.80929 1.49053 0.71
H 0.85265 0.02104 -1.33110 0.34
H 1.35852 1.55392 -0.62936 0.30
H 3.59812 0.73466 -0.17794 0.36
H 3.18163 0.22420 -1.77639 0.42
H 3.15827 -2.50970 1.35326 0.37
H 3.61657 -0.85120 1.65665 0.40
```

Results
**E**: -1695.33428 a.u.
**Molar mass**: 453.371 g/mol
**Kohn-Sham gap**: 0.320 Eh

Q: Look up the E of the fifth one.
A: -1695.33428 a.u.

Q: Among the records above, which one has the highest E?
A: C20H16F5N5O2